1.
The following is a DFT calculation (ωB97M-V/def2-TZVPD) of a structure of composition C20H19BF7N5O2STi.

Atoms and positions in Å:
Ti 2.002 0.144 1.551
N 5.759 1.691 -0.153
C 4.465 1.605 0.341
S 4.283 1.143 2.009
N 3.513 1.920 -0.485
N 2.275 1.759 0.102
C 1.313 2.450 -0.368
C -0.018 2.489 0.216
C -1.024 3.128 -0.514
C -2.301 3.291 -0.016
C -2.575 2.820 1.270
C -1.599 2.208 2.023
C -0.290 1.999 1.527
O 0.584 1.390 2.270
H 6.339 0.976 0.261
H 5.753 1.620 -1.162
H 1.514 3.090 -1.228
H -0.778 3.496 -1.506
H -3.072 3.766 -0.610
H -3.573 2.931 1.681
H -1.807 1.834 3.018
C -2.578 0.100 -2.473
N -1.707 -1.009 -2.074
N -1.374 -0.865 -0.696
C 0.046 -0.860 -0.579
O 0.598 -0.760 0.586
C 0.583 -0.952 -1.845
C -0.451 -1.014 -2.768
C -0.427 -1.373 -4.205
C -2.278 -1.365 0.236
C -2.071 -1.179 1.613
C -3.010 -1.638 2.518
C -4.177 -2.271 2.098
C -4.380 -2.455 0.740
C -3.445 -2.015 -0.186
H -3.505 0.063 -1.899
H -2.818 -0.015 -3.531
H -2.092 1.067 -2.304
H 1.643 -1.000 -2.043
H 0.606 -1.415 -4.551
H -0.957 -0.657 -4.847
H -0.887 -2.357 -4.388
H -1.177 -0.686 1.960
H -2.819 -1.489 3.574
H -4.909 -2.615 2.819
H -5.273 -2.959 0.386
H -3.591 -2.186 -1.244
F 5.475 -1.325 -0.221
B 4.224 -1.846 -0.557
F 3.215 -1.262 0.316
F 3.888 -1.495 -1.872
F 4.201 -3.226 -0.384
F 1.817 -0.224 4.648
C 2.183 -0.940 3.520
F 1.303 -2.018 3.536
F 3.381 -1.510 3.893

Results
- 2S+1: 3
- Charge: -2
- Gap between HOMO and LUMO (spin up / spin down): 4.453 / 7.074 eV
- LUMO level (spin up / spin down): 4.68 / 4.62 eV
- ΔE to the lowest compared entry with this formula, charge and spin: 15.7 kJ/mol

The computed Löwdin charges, all in e, follow: 0.8997, 0.0394, -0.8776, 0.6207, 0.0021, -0.1101, -0.0753, -0.1440, -0.0846, -0.1362, -0.1100, -0.0278, -0.3561, -0.1753, 0.0549, 0.0788, 0.1218, 0.1013, 0.0807, 0.0899, 0.1118, -0.0550, -0.1016, 0.0359, -0.3482, -0.1629, 0.0473, -0.3007, -0.0808, -0.1737, -0.0026, -0.0921, -0.1376, -0.1259, -0.0494, 0.0718, 0.0729, 0.0789, 0.1090, 0.0738, 0.0542, 0.0669, 0.0959, 0.0999, 0.0799, 0.0859, 0.0911, 0.1068, -1.2300, 0.0056, 0.0958, 0.1188, -0.0274, -0.5583, -0.0238, -0.0243

2.
The following is a DFT calculation (ωB97M-V/def2-TZVPD) of a cluster of 2 separate species, C20H19ClIO3S in total.

Atoms and positions in Å:
C 2.145 -4.420 5.312
C 1.415 -4.193 3.979
C 0.485 -2.980 3.943
Cl 1.414 -1.588 4.646
C 0.028 -2.569 2.549
C 0.482 -3.264 1.425
C 0.129 -2.905 0.134
C -0.717 -1.827 -0.045
C -1.251 -1.135 1.052
C -0.891 -1.509 2.354
S -1.619 -0.601 3.698
C -2.175 0.009 0.713
O -3.188 0.244 1.306
C -1.741 0.798 -0.464
C -1.858 2.178 -0.532
C -1.394 2.839 -1.667
C -0.828 2.159 -2.741
C -0.260 2.821 -3.976
I -1.004 4.794 -4.346
C 1.286 2.795 -3.896
C 1.929 3.943 -3.107
C -0.733 0.762 -2.673
C -1.183 0.104 -1.541
C -1.071 -1.367 -1.417
O -1.247 -2.129 -2.328
H 3.209 -4.259 5.198
H 2.018 -5.454 5.628
H 1.774 -3.799 6.119
H 2.161 -4.044 3.209
H 0.825 -5.072 3.732
H -0.400 -3.171 4.543
H 1.156 -4.092 1.548
H 0.507 -3.438 -0.721
H -1.792 -1.623 4.546
H -2.283 2.735 0.288
H -1.471 3.915 -1.719
H -0.533 2.214 -4.832
H 1.691 2.803 -4.905
H 1.606 1.866 -3.427
H 2.883 3.610 -2.699
H 2.131 4.802 -3.732
H 1.308 4.222 -2.260
H -0.301 0.223 -3.503
O -1.249 8.594 -4.956
H -1.112 7.652 -4.807

Results
- 2S+1: 1
- Charge: -1
- Gap between HOMO and LUMO: 3.153 eV
- LUMO level: 0.88 eV

The computed Löwdin charges, all in e, follow: -0.1285, -0.2899, -0.6151, 0.6357, -0.2464, -0.0154, 0.0127, -0.0845, -0.0891, -0.4529, 0.8560, -0.3224, 0.1074, -0.0921, 0.0249, -0.0435, -0.2602, -0.6952, 1.0285, -0.3031, -0.1494, 0.0464, -0.0846, -0.3034, 0.1382, 0.0685, 0.0662, 0.0485, 0.0936, 0.1165, 0.0932, 0.0987, 0.1221, -0.1237, 0.1238, 0.0575, 0.0694, 0.1014, 0.0967, 0.0664, 0.0576, 0.0590, 0.1332, -0.6889, -0.3334

3.
The following is a DFT calculation (ωB97M-V/def2-TZVPD) of an isolated molecule of C20H19ClN2O3 at a distorted geometry.

Atoms and positions in Å:
C -1.125 -1.220 1.295
C -0.167 -0.236 0.716
N -0.654 0.941 0.337
C 0.127 1.880 -0.163
C 1.502 1.667 -0.369
C 2.036 0.432 0.013
C 1.190 -0.527 0.569
C 1.733 -1.873 0.963
O 3.131 -1.988 0.901
C 3.749 -1.372 -0.225
C 3.229 -1.938 -1.552
H 3.268 -3.025 -1.528
H 2.204 -1.626 -1.743
H 3.852 -1.584 -2.368
C 5.241 -1.666 -0.078
H 5.418 -2.732 -0.183
H 5.579 -1.359 0.908
H 5.808 -1.131 -0.835
C 3.493 0.144 -0.155
H 4.026 0.548 0.711
H 3.881 0.644 -1.044
H 1.255 -2.645 0.334
H 1.477 -2.093 2.005
C 2.301 2.675 -0.944
N 2.965 3.477 -1.425
O -0.421 3.046 -0.471
C -1.817 3.148 -0.204
H -1.967 4.149 0.209
H -2.357 3.060 -1.151
C -2.333 2.124 0.832
O -2.176 2.322 2.021
C -3.370 1.167 0.326
C -4.384 0.802 1.208
C -5.389 -0.062 0.819
C -5.375 -0.577 -0.468
C -4.367 -0.235 -1.359
C -3.372 0.637 -0.961
H -2.579 0.877 -1.652
H -4.366 -0.652 -2.354
Cl -6.622 -1.661 -0.971
H -6.176 -0.338 1.504
H -4.366 1.211 2.208
H -1.186 -2.105 0.664
H -0.786 -1.535 2.280
H -2.109 -0.771 1.382

Results
- 2S+1: 1
- SMILES: Cc1nc(OCC(=O)c2ccc(Cl)cc2)c(C#N)c2c1COC(C)(C)C2
- Gap between HOMO and LUMO: 9.230 eV
- LUMO level: 0.07 eV
- ΔE to the lowest compared entry with this formula, charge and spin: 144.6 kJ/mol

The computed Löwdin charges, all in e, follow: 0.0209, -0.1995, 0.1764, -0.2552, -0.0756, -0.0803, -0.0773, -0.1486, -0.0717, -0.5617, -0.0053, 0.0950, 0.0860, 0.0926, -0.0121, 0.0887, 0.0894, 0.0904, -0.0504, 0.1499, 0.1323, 0.1365, 0.1382, -0.1765, 0.1843, 0.0458, -0.0494, 0.1443, 0.1253, -0.4061, 0.0691, -0.1826, -0.0159, -0.0914, -0.6731, -0.0948, -0.0335, 0.1171, 0.1055, 0.6780, 0.1068, 0.1226, 0.0980, 0.0952, 0.0727

E_tot: -86253.4823 -58648.6267 -42693.3768 (eV)